1.
Molecular formula: C4H6N4
Method: DFT, ωB97M-V with the def2-TZVPD basis set

## Properties
**E_LUMO**: -0.45 eV
**HOMO level**: -9.5 eV
**ΔE to the lowest compared entry with this formula, charge and spin**: 150.84 kcal/mol

Element x y z (Å)
C 3.068 0.607 0.343
C 0.387 -0.934 -0.246
C -0.198 0.208 -0.854
C -3.142 -0.056 0.527
H 4.179 0.962 0.014
H 2.163 1.201 1.343
H -0.453 -1.555 -0.012
H 0.402 1.088 -1.158
H -3.180 1.025 0.836
H -3.867 -0.764 0.834
N 2.774 -0.437 -0.411
N 1.642 -1.229 -0.035
N -1.473 0.453 -0.848
N -2.301 -0.567 -0.333


2.
Molecular formula: C5H8N2
Method: DFT, ωB97M-V with the def2-TZVPD basis set

## Properties
**Structure (SMILES)**: C[C@@]1(CC#N)CN1
**E_LUMO**: 0.86 eV
**HOMO level**: -10.0 eV
**ΔE to the lowest compared entry with this formula, charge and spin**: 30.90 kcal/mol

Element x y z (Å)
C -0.903 1.164 -0.054
C -0.183 -0.178 -0.124
C 1.281 -0.126 -0.545
C 2.064 0.804 0.274
N 2.656 1.559 0.919
C -0.628 -1.283 0.756
N -0.870 -1.336 -0.687
H -0.310 1.958 -0.519
H -1.861 1.121 -0.586
H -1.099 1.467 0.981
H 1.355 0.193 -1.591
H 1.722 -1.126 -0.480
H -1.467 -1.087 1.423
H 0.082 -2.020 1.129
H -1.839 -1.110 -0.896


3.
Molecular formula: C11H15NOS
Method: DFT, ωB97M-V with the def2-TZVPD basis set

## Properties
**E_LUMO**: -1.18 eV
**HOMO level**: -7.8 eV
**ΔE to the lowest compared entry with this formula, charge and spin**: 113.71 kcal/mol

Element x y z (Å)
C -0.720 0.668 3.515
C -0.091 -1.188 1.545
C -1.039 -0.866 0.655
C 0.559 0.238 3.703
C -0.819 0.402 -0.249
C 1.326 0.923 0.917
C 1.067 -0.315 1.701
C 0.609 0.854 -0.556
C -2.397 -1.443 0.668
C 0.611 2.284 -1.083
C 1.406 -0.203 -1.389
N -1.526 1.141 2.883
O 2.250 -0.919 2.066
S 1.531 -0.493 4.752
H -0.144 -1.959 2.357
H -1.500 0.392 -1.129
H -1.167 1.194 0.352
H 1.013 1.817 1.488
H 2.442 0.941 0.959
H -3.155 -0.649 0.803
H -2.454 -2.141 1.449
H -2.500 -1.948 -0.299
H 0.035 2.378 -1.906
H 1.665 2.650 -1.262
H 0.145 2.878 -0.239
H 1.202 -1.194 -1.030
H 2.472 -0.030 -1.214
H 1.144 -0.161 -2.413
H 2.092 -1.772 2.496


4.
Molecular formula: C6H39N7O6S
Method: DFT, ωB97M-V with the def2-TZVPD basis set

## Properties
**Expectation value of S²**: 0.75
**Multiplicity**: 2
**E_LUMO (spin up / spin down)**: -8.55 / -8.86 eV
**Charge**: +3
**HOMO level (spin up / spin down)**: -12.1 / -15.3 eV
**ΔE to the lowest compared entry with this formula, charge and spin**: 0.00 kcal/mol

Element x y z (Å)
N 0.777 4.682 -2.402
H 1.625 4.932 -1.913
H 0.402 3.817 -2.039
H 1.098 4.506 -3.343
H 0.006 5.322 -2.526
N -1.650 3.709 1.623
H -1.604 3.114 2.439
H -2.537 3.618 1.148
H -0.850 3.427 1.076
H -1.416 4.650 1.907
N 3.257 3.232 1.249
H 2.648 3.472 2.018
H 4.142 2.831 1.526
H 3.302 3.974 0.566
H 2.783 2.518 0.714
N -2.326 -0.178 -0.657
H -2.115 -0.477 -1.599
H -2.800 -0.883 -0.111
H -3.003 0.569 -0.728
H -1.535 0.222 -0.173
N -0.625 1.460 -3.929
H -0.456 1.566 -2.939
H -1.133 0.588 -3.915
H 0.128 1.499 -4.601
H -1.245 2.240 -4.099
N 2.376 -0.211 -1.770
H 2.121 0.527 -1.128
H 2.882 -0.961 -1.322
H 3.042 0.278 -2.351
H 1.660 -0.657 -2.324
S 0.444 2.049 -0.337
O -0.530 1.214 0.366
O 0.262 2.060 -1.739
O 0.268 3.397 0.055
O 1.787 1.548 -0.006
C -0.453 -5.661 -1.659
O 0.254 -5.461 -0.419
C -0.751 -5.083 0.532
C -0.109 -3.921 1.232
N -0.032 -2.678 0.449
C 0.498 -1.592 1.239
C -0.384 -1.041 2.304
O -0.555 -1.868 3.449
C -1.458 -1.254 4.429
H 0.077 -6.081 -2.514
H -0.894 -4.729 -2.013
H -1.318 -6.280 -1.420
H -0.909 -5.875 1.264
H -1.705 -4.823 0.073
H 0.887 -4.142 1.617
H -0.563 -3.704 2.199
H 0.462 -2.730 -0.431
H 0.726 -0.781 0.547
H 1.458 -1.796 1.712
H -1.390 -0.800 1.958
H 0.014 -0.064 2.580
H -2.425 -0.928 4.046
H -0.927 -0.406 4.862
H -1.689 -1.958 5.228


5.
Molecular formula: C6H11NO
Method: DFT, ωB97M-V with the def2-TZVPD basis set

## Properties
**Structure (SMILES)**: CC[C@H](N)C(C)=C=O
**E_LUMO**: 0.88 eV
**HOMO level**: -8.4 eV
**ΔE to the lowest compared entry with this formula, charge and spin**: 41.66 kcal/mol

Element x y z (Å)
C 2.364 0.266 0.106
C 1.161 0.929 -0.540
C -0.331 0.328 -0.522
N -1.245 1.458 -0.394
C -0.653 -0.762 0.475
C -2.099 -1.162 0.641
C 0.286 -1.582 0.871
O 1.052 -2.359 1.309
H 3.265 0.861 -0.081
H 2.249 0.236 1.194
H 2.570 -0.723 -0.311
H 1.120 1.940 -0.113
H 1.417 1.114 -1.593
H -0.470 -0.092 -1.527
H -2.220 1.182 -0.476
H -1.041 2.171 -1.091
H -2.192 -2.107 1.188
H -2.581 -1.299 -0.333
H -2.651 -0.399 1.197


6.
Molecular formula: C5H12NO3
Method: DFT, ωB97M-V with the def2-TZVPD basis set

## Properties
**E_LUMO**: 3.91 eV
**Charge**: -1
**HOMO level**: -3.7 eV
**ΔE to the lowest compared entry with this formula, charge and spin**: 99.83 kcal/mol

Element x y z (Å)
C -0.956 1.086 1.705
C 2.383 -0.920 -0.545
C -0.265 1.475 -0.712
C -1.103 1.564 0.301
C 1.200 -1.418 0.453
N 0.265 -2.005 -0.228
O -0.516 -2.901 0.632
O -1.438 -2.359 -2.284
O 1.516 -1.515 1.639
H -1.936 1.098 2.211
H -0.269 1.692 2.331
H -0.449 0.071 1.673
H 3.268 -1.497 -0.197
H 2.233 -1.015 -1.568
H 2.600 0.118 -0.317
H 0.805 1.062 -0.764
H -0.535 1.805 -1.638
H -2.008 1.939 0.073
H -0.806 -1.778 -1.848
H -1.611 -3.148 -1.787
H -0.598 -2.542 1.508


7.
Molecular formula: C8H16BrO4S2
Method: DFT, ωB97M-V with the def2-TZVPD basis set

## Properties
**E_LUMO**: 2.94 eV
**Charge**: -1
**HOMO level**: -4.3 eV
**ΔE to the lowest compared entry with this formula, charge and spin**: 4.54 kcal/mol

Element x y z (Å)
Br -0.719 -0.183 2.656
C 2.622 -2.254 2.312
C 2.984 -0.773 2.108
C 3.500 -0.647 0.688
S 2.418 -1.711 -0.282
O 3.255 -2.624 -1.030
O 1.422 -0.949 -0.995
C 1.683 -2.539 1.139
H 2.007 -2.300 3.212
H 3.483 -2.922 2.306
H 3.762 -0.469 2.814
H 2.116 -0.139 2.303
H 4.466 -1.149 0.599
H 3.573 0.347 0.258
H 1.424 -3.550 0.844
H 0.818 -1.902 1.342
C -2.511 2.320 -2.444
C -1.677 1.078 -2.126
C -1.652 0.931 -0.609
S -3.297 1.363 -0.067
O -3.216 2.298 1.024
O -4.149 0.204 0.005
C -3.765 2.278 -1.558
H -2.833 2.319 -3.488
H -1.923 3.234 -2.330
H -0.647 1.180 -2.466
H -2.105 0.186 -2.588
H -0.940 1.597 -0.124
H -1.429 -0.039 -0.164
H -4.238 3.197 -1.232
H -4.432 1.615 -2.109


8.
Molecular formula: C5H9NS
Method: DFT, ωB97M-V with the def2-TZVPD basis set

## Properties
**E_LUMO**: 0.83 eV
**HOMO level**: -8.5 eV
**ΔE to the lowest compared entry with this formula, charge and spin**: 72.54 kcal/mol

Element x y z (Å)
C 1.034 0.114 -0.036
C -0.082 0.716 0.697
C -1.088 -0.363 1.141
C -0.094 -0.078 -1.077
C -0.626 1.256 -0.585
H 0.907 -2.123 -0.370
H 2.513 -1.358 -0.320
H 1.890 0.786 -0.384
H -0.056 1.442 1.502
H -2.038 0.095 1.323
H -0.647 -1.029 2.047
H -0.046 -0.450 -2.195
H -1.712 1.372 -0.690
H -0.176 2.150 -0.934
N 1.505 -1.274 0.261
S -1.284 -1.256 -0.379


9.
Molecular formula: C35H24N3OPS2V
Method: DFT, ωB97M-V with the def2-TZVPD basis set

## Properties
**Expectation value of S²**: 3.77
**Multiplicity**: 4
**E_LUMO (spin up / spin down)**: 4.17 / 4.17 eV
**Charge**: -2
**HOMO level (spin up / spin down)**: -0.2 / -1.4 eV

Element x y z (Å)
V -0.421 -0.914 -0.187
S -2.404 0.150 -0.923
C -2.956 -1.515 -0.467
S -1.912 -2.702 0.336
C -4.306 -1.772 -0.707
C -4.960 -3.059 -0.604
N -5.626 -4.030 -0.641
C -5.250 -0.862 -1.253
N -6.162 -0.230 -1.603
O 2.122 -2.673 0.522
C 1.324 -1.829 0.905
C 1.392 -1.423 2.313
C 2.021 -2.194 3.221
C 2.266 -1.738 4.493
C 1.720 -0.558 4.961
C 1.107 0.359 4.069
C 1.061 -0.101 2.689
P 0.129 0.830 1.437
C -1.309 1.510 2.358
C -1.432 2.893 2.588
C -2.504 3.344 3.320
C -3.425 2.473 3.909
C -3.271 1.101 3.767
C -2.216 0.628 2.912
C 1.184 2.314 1.007
C 0.731 3.152 -0.023
C 1.284 4.415 -0.204
C 2.524 4.734 0.407
C 2.950 3.909 1.419
C 2.299 2.699 1.740
H 2.344 -3.234 2.982
H 2.827 -2.379 5.150
H 1.915 -0.334 6.026
H 0.813 1.404 4.433
H -0.743 3.621 2.222
H -2.694 4.437 3.341
H -4.224 2.937 4.519
H -3.960 0.406 4.264
H -2.013 -0.415 2.688
H -0.184 2.868 -0.577
H 0.792 5.113 -0.823
H 3.067 5.607 0.100
H 3.857 4.131 2.040
H 2.708 2.072 2.503
C 2.698 -4.643 -2.877
C 3.232 -3.386 -2.734
C 2.498 -2.235 -2.573
C 1.103 -2.317 -2.295
C 0.486 -3.611 -2.474
C 1.255 -4.729 -2.794
N 0.353 -1.138 -2.006
C -0.008 -0.266 -3.075
C 0.434 1.099 -3.229
C 0.322 1.765 -4.438
C -0.449 1.172 -5.454
C -0.922 -0.157 -5.300
C -0.819 -0.825 -4.078
H 3.346 -5.517 -3.003
H 4.329 -3.233 -2.797
H 3.008 -1.245 -2.701
H -0.539 -3.649 -2.292
H 0.668 -5.650 -2.891
H 0.982 1.568 -2.412
H 0.821 2.666 -4.684
H -0.671 1.739 -6.327
H -1.428 -0.666 -6.167
H -1.163 -1.887 -4.029


10.
Molecular formula: C11H18
Method: DFT, ωB97M-V with the def2-TZVPD basis set

## Properties
**Structure (SMILES)**: CC(C)(C)C.c1ccccc1
**E_LUMO**: 0.83 eV
**HOMO level**: -8.5 eV
**ΔE to the lowest compared entry with this formula, charge and spin**: 94.75 kcal/mol

Element x y z (Å)
C -0.728 -0.780 -0.667
C -1.774 0.022 -0.059
C -3.134 -0.327 -0.723
C -1.555 1.591 -0.396
C -1.903 -0.277 1.378
H -0.965 -1.934 -0.984
H -0.259 -0.284 -1.724
H 0.202 -1.004 0.163
H -3.923 0.284 -0.253
H -3.210 -0.165 -1.817
H -3.464 -1.411 -0.483
H -2.523 2.046 -0.224
H -1.293 1.599 -1.526
H -0.847 2.285 0.154
H -0.878 -0.319 1.731
H -2.647 0.399 1.823
H -2.077 -1.448 1.293
C 2.621 1.309 0.189
C 1.689 0.704 0.998
C 1.546 -0.734 0.922
C 2.454 -1.340 0.047
C 3.438 -0.643 -0.645
C 3.649 0.664 -0.506
H 2.751 2.317 0.332
H 0.963 1.199 1.604
H 0.844 -1.371 1.481
H 2.260 -2.395 -0.099
H 4.312 -1.176 -1.025
H 4.451 1.187 -0.984


11.
Molecular formula: C4H7N3O2
Method: DFT, ωB97M-V with the def2-TZVPD basis set

## Properties
**E_LUMO**: -0.47 eV
**HOMO level**: -8.8 eV
**ΔE to the lowest compared entry with this formula, charge and spin**: 209.54 kcal/mol

Element x y z (Å)
C 1.484 -0.158 -0.063
C 1.019 1.068 0.830
C -0.375 1.652 0.417
C -1.594 -1.100 0.064
H 2.052 1.550 1.042
H 0.545 0.614 1.918
H -0.791 1.269 1.186
H -0.230 2.743 0.069
H -1.614 1.934 -1.336
H -2.456 -1.680 0.388
H -0.276 -2.861 0.222
N -1.196 1.094 -0.752
N -2.124 0.089 -0.346
N -0.349 -1.445 0.694
O 2.461 -0.095 -0.738
O 0.696 -1.218 -0.280


12.
Molecular formula: C23H41IN3O3PdSSi
Method: DFT, ωB97M-V with the def2-TZVPD basis set

## Properties
**E_LUMO**: 2.51 eV
**Charge**: -1
**HOMO level**: -4.1 eV
**ΔE to the lowest compared entry with this formula, charge and spin**: 0.49 kcal/mol

Element x y z (Å)
Pd 0.198 2.637 0.362
C 2.552 -0.355 -2.537
C 2.952 0.264 -1.202
C 3.137 1.770 -1.365
C 4.223 -0.391 -0.670
O 1.858 0.008 -0.334
Si 1.631 0.230 1.287
S -0.332 0.566 1.716
O 2.265 -1.138 2.048
C 1.720 -2.448 2.130
C 0.989 -2.838 0.847
C 2.912 -3.378 2.339
C 0.777 -2.516 3.328
O 2.725 1.384 1.720
C 3.310 1.702 2.980
C 2.320 1.477 4.118
C 4.556 0.843 3.176
C 3.684 3.177 2.897
H 3.303 -0.161 -3.307
H 1.599 0.066 -2.860
H 2.436 -1.435 -2.427
H 3.887 1.974 -2.136
H 3.447 2.238 -0.431
H 2.193 2.232 -1.673
H 5.076 -0.162 -1.314
H 4.105 -1.476 -0.625
H 4.445 -0.033 0.335
H 1.647 -2.733 -0.015
H 0.119 -2.201 0.685
H 0.657 -3.878 0.914
H 3.585 -3.322 1.481
H 2.586 -4.414 2.462
H 3.468 -3.080 3.229
H -0.009 -1.769 3.221
H 1.330 -2.308 4.246
H 0.320 -3.505 3.416
H 2.109 0.415 4.250
H 1.379 1.985 3.905
H 2.734 1.870 5.050
H 4.289 -0.213 3.126
H 5.016 1.049 4.146
H 5.291 1.057 2.397
H 2.794 3.780 2.715
H 4.373 3.347 2.068
H 4.159 3.507 3.825
N -0.736 1.410 -1.886
C -1.636 0.827 -1.451
N -2.663 0.162 -0.943
C -3.537 0.899 -0.028
C -4.949 0.280 -0.060
C -4.973 -1.007 -0.882
C -3.842 -1.930 -0.441
C -2.467 -1.262 -0.625
H -3.537 1.941 -0.344
H -3.103 0.874 0.977
H -5.672 0.996 -0.456
H -5.259 0.054 0.964
H -4.853 -0.768 -1.941
H -5.939 -1.505 -0.772
H -3.872 -2.872 -0.992
H -3.982 -2.183 0.614
H -1.905 -1.701 -1.451
H -1.844 -1.345 0.268
I 1.653 5.576 0.096
C -0.271 4.624 0.057
C -1.057 4.805 -1.108
C -2.419 4.715 -1.004
C -2.995 4.490 0.263
N -2.308 4.324 1.366
C -0.950 4.360 1.282
H -0.568 4.988 -2.056
H -3.055 4.820 -1.874
H -4.079 4.461 0.350
H -0.418 4.416 2.224